(1)
Molecular formula: C19H36B2F9NO9PS3
Method: DFT, ωB97M-V with the def2-TZVPD basis set

The value obtained for the HOMO energy is -3.30 eV. Its net charge is -1. The electronic energy comes out at -3961.98021 Ha. As for the HOMO-LUMO gap: 5.159 eV.

Each line ends with the Löwdin charge.
Geometry (Å):
S (5.46524, 5.34620, 3.03916)  0.67
S (-6.87935, 2.23158, -5.81183)  0.66
S (-6.10946, -4.54967, -3.22592)  0.67
P (3.93844, 1.02171, 1.29565)  0.92
F (0.99594, -4.16906, 3.42322)  0.01
F (-2.72263, -0.24243, 2.92367)  0.11
F (0.70234, -2.01386, 4.04954)  0.04
F (-1.88516, -2.88430, 3.28708)  0.10
F (0.46889, -1.85158, 0.68909)  0.11
F (-1.92372, -0.26258, 0.83454)  0.09
F (-2.26163, -2.72020, 1.07908)  0.05
F (-0.09828, -4.02734, 1.21346)  0.07
F (-0.51342, 0.06786, 2.53286)  0.14
O (-5.73194, 2.77079, -5.12039)  -0.32
O (2.72486, 0.43655, 0.21491)  -0.40
O (-6.84084, -5.78366, -3.05410)  -0.32
O (5.55710, 3.98389, 2.57653)  -0.33
O (5.09628, -2.39927, 0.46274)  0.02
O (4.30676, 5.84712, 3.74291)  -0.32
O (-6.47157, -3.57450, -4.23142)  -0.34
O (5.20546, 0.07614, 3.54271)  -0.12
O (-7.69446, 3.03610, -6.69422)  -0.34
N (6.82649, -1.77391, 2.17655)  0.09
C (-1.62547, -0.65757, 2.15420)  -0.36
C (-4.72606, -4.29874, -1.01852)  -0.22
C (3.16946, 2.24371, 2.56579)  -0.30
C (-4.36770, -4.93426, -3.37537)  -0.22
C (-7.93218, 1.41258, -4.61776)  -0.23
C (-3.68893, -4.33163, -2.14286)  -0.21
C (-6.57260, -0.36360, -5.65922)  -0.23
C (6.92607, 5.71673, 3.99552)  -0.23
C (-7.91161, -0.07505, -4.97828)  -0.22
C (5.84267, 6.43775, 1.67110)  -0.22
C (3.04135, -1.14172, 3.04715)  -0.15
C (7.93111, 6.22066, 2.96767)  -0.23
C (7.14594, 7.15076, 2.03959)  -0.23
C (1.07988, -2.81651, 2.93638)  -0.29
C (-5.99538, -3.73364, -1.64297)  -0.23
C (-1.42122, -2.23775, 2.12633)  -0.20
C (0.06591, -2.70446, 1.71256)  -0.24
C (2.62992, -2.59162, 2.52017)  -0.07
C (-6.37669, 0.75362, -6.67646)  -0.24
B (5.41698, -1.60445, 1.63214)  -0.50
B (4.41985, -0.50843, 2.39251)  -0.89
H (7.26096, 4.82417, 4.52260)  0.11
H (7.71946, 7.40920, 1.14686)  0.11
H (-7.51663, 1.58946, -3.62471)  0.11
H (-4.26315, -6.01988, -3.39892)  0.11
H (-6.56374, -1.34542, -6.13500)  0.11
H (8.33315, 5.38000, 2.39373)  0.12
H (-7.04160, 0.62648, -7.53324)  0.11
H (8.76792, 6.73526, 3.44417)  0.11
H (6.91965, 8.08382, 2.56560)  0.11
H (2.20616, 2.71635, 2.15470)  0.04
H (-3.98123, -4.50390, -4.29924)  0.10
H (3.12437, -1.11195, 4.18937)  0.12
H (-8.72834, -0.29714, -5.67226)  0.12
H (-2.80477, -4.90584, -1.86004)  0.12
H (-4.90819, -5.31462, -0.65411)  0.12
H (-5.89989, -2.66143, -1.82660)  0.11
H (-4.38997, -3.69291, -0.17543)  0.11
H (-8.05636, -0.69714, -4.09296)  0.11
H (-6.89033, -3.93566, -1.05553)  0.11
H (2.67311, -2.72447, 1.39783)  0.12
H (5.02250, 7.14254, 1.53497)  0.10
H (3.91285, 3.05724, 2.87292)  -0.01
H (2.84436, 0.95533, -0.60252)  0.01
H (6.66692, 6.50098, 4.70995)  0.11
H (3.24435, -3.37540, 3.07407)  0.14
H (5.42403, -0.62607, 4.18251)  0.06
H (-5.76852, -0.34001, -4.91732)  0.12
H (5.52524, -3.27583, 0.47895)  0.08
H (7.35294, -2.23907, 1.40887)  0.05
H (2.18060, -0.43600, 2.75513)  0.08
H (5.96030, 5.82667, 0.77512)  0.11
H (7.27329, -0.83991, 2.22508)  0.07
H (-3.36016, -3.31175, -2.36477)  0.12
H (-5.34540, 0.85279, -7.01307)  0.11
H (2.83740, 1.62399, 3.47660)  0.03
H (-8.93795, 1.82820, -4.67878)  0.10

---

(2)
Molecular formula: C2H3Cl2N
Method: DFT, ωB97M-V with the def2-TZVPD basis set

The value obtained for the HOMO energy is -8.99 eV. The calculation puts the relative energy (zero: lowest compared OMol25 entry of this formula, charge and spin) at 92.4 kcal per mole. The electronic energy comes out at -1052.97580 Ha. As for the HOMO-LUMO gap: 8.295 eV.

Each line ends with the natural charge from an NBO analysis.
Geometry (Å):
Cl (-1.42709, 0.37573, -4.06338)  0.02
Cl (-1.05185, 0.48218, -0.32002)  -0.05
N (0.46169, 0.70008, 1.82232)  -0.61
C (-0.76637, -0.45116, -2.71529)  -0.20
C (0.04787, 1.31799, 0.84998)  0.14
H (0.43373, -0.23418, -2.82830)  0.12
H (0.35310, 2.35516, 0.52165)  0.21
H (0.16009, -0.17799, 2.12020)  0.38

---

(3)
Molecular formula: C37H95CdN6O14
Method: DFT, ωB97M-V with the def2-TZVPD basis set

The value obtained for the HOMO energy is -9.63 eV. The calculation puts the relative energy (zero: lowest compared OMol25 entry of this formula, charge and spin) at 208.8 kcal per mole. Its net charge is +1. The electronic energy comes out at -3015.49771 Ha. As for the HOMO-LUMO gap: 3.023 eV.

Each line ends with the Löwdin charge.
Geometry (Å):
Cd (19.39330, 13.62569, -23.72052)  1.41
O (18.40252, 10.89751, -21.44632)  -0.29
O (21.33426, 13.81512, -22.69956)  -0.42
O (18.26465, -1.66952, -20.30963)  -0.21
O (17.43098, 14.89404, -23.42076)  -0.35
O (11.37753, 15.59578, -18.27832)  -0.21
O (12.09596, 5.88802, -21.16325)  -0.19
O (20.53936, 8.79332, -25.10085)  -0.05
O (18.77199, 2.81547, -20.47494)  -0.19
O (21.71711, 12.21859, -10.82837)  -0.20
O (14.79032, 1.42833, -14.57061)  -0.21
O (13.94336, 7.66409, -25.67776)  -0.18
O (8.84769, 21.42748, -17.37460)  -0.17
O (21.98629, 8.11106, -13.64595)  -0.18
O (14.42890, 5.78022, -14.69968)  -0.19
N (12.76986, 3.49866, -14.05987)  -0.06
N (16.82909, 0.69813, -20.79739)  -0.03
N (10.76689, 18.32924, -17.99583)  -0.09
N (12.50019, 8.74141, -23.41311)  -0.08
N (23.53251, 10.25811, -12.70630)  -0.05
N (19.62618, 15.63269, -21.77097)  -0.12
C (9.94629, 20.59522, -17.23092)  -0.26
C (20.89204, 12.46351, -9.71666)  -0.13
C (16.49544, 2.00746, -20.11990)  -0.18
C (9.59244, 19.21079, -17.82160)  -0.18
C (16.25214, -0.37576, -19.90470)  -0.21
C (14.57639, 8.62892, -24.86480)  -0.26
C (17.27371, 16.02060, -22.50133)  -0.14
C (22.26545, 10.53362, -13.39069)  -0.23
C (19.74534, 3.65580, -21.04522)  -0.12
C (22.96185, 11.47542, -10.49980)  -0.18
C (12.52698, 2.40979, -15.01513)  -0.19
C (22.06002, 9.36596, -14.33635)  -0.23
C (9.01033, 22.73857, -16.85108)  -0.11
C (23.89926, 11.28613, -11.70206)  -0.19
C (13.29990, 5.46040, -15.50903)  -0.23
C (16.79317, -1.78428, -20.16238)  -0.18
C (11.69299, 7.10883, -21.73449)  -0.22
C (20.58671, 15.17097, -20.78036)  -0.17
C (15.38861, 6.54936, -15.37188)  -0.12
C (11.08865, 4.92742, -21.04882)  -0.12
C (11.37021, 17.70192, -16.86376)  -0.18
C (13.52304, 9.48326, -24.19074)  -0.19
C (16.73997, 15.13741, -24.63143)  -0.12
C (18.25174, 15.77610, -21.30273)  -0.18
C (12.14711, 16.38607, -17.45159)  -0.22
C (17.41418, 3.16393, -20.62282)  -0.22
C (12.89915, 7.74989, -22.41870)  -0.20
C (14.85641, 6.85815, -26.50309)  -0.07
C (21.82291, 14.55323, -21.53347)  -0.13
C (15.64486, 0.39959, -14.03763)  -0.09
C (12.24912, 4.75821, -14.61671)  -0.19
C (21.82243, 7.03377, -14.53087)  -0.13
C (22.39003, 13.06072, -23.23497)  -0.13
C (18.89456, -2.91031, -20.54750)  -0.13
C (18.38003, 9.87316, -20.48385)  -0.27
C (13.41511, 1.17065, -14.62799)  -0.22
C (12.08488, 14.60090, -19.06608)  -0.07
H (22.66735, 12.31141, -22.49354)  0.11
H (10.32229, 20.42593, -16.22193)  0.12
H (15.18602, -0.39969, -20.13034)  0.11
H (11.30091, 7.81268, -21.00035)  0.12
H (10.63062, 17.52461, -16.08294)  0.11
H (23.40997, 12.04566, -9.68610)  0.11
H (13.64513, 4.88128, -16.36549)  0.11
H (13.08986, 16.66879, -17.91999)  0.11
H (13.48015, 8.22373, -21.62749)  0.12
H (8.81826, 18.81164, -17.16630)  0.11
H (16.71055, 1.94284, -19.05329)  0.10
H (20.73288, 3.19758, -21.09890)  0.09
H (21.12014, 9.58464, -14.84319)  0.12
H (17.02063, 16.04927, -25.15853)  0.10
H (21.02256, 15.90852, -20.10645)  0.13
H (24.91288, 11.02245, -11.40015)  0.11
H (23.95669, 12.22636, -12.25050)  0.11
H (13.77193, 3.61651, -14.01429)  0.09
H (12.87027, 15.13364, -19.60222)  0.08
H (19.91785, 16.57691, -21.97949)  0.12
H (10.68944, 4.63167, -22.01901)  0.09
H (8.59644, 22.78477, -15.84378)  0.09
H (17.27044, 3.42598, -21.67105)  0.11
H (20.80051, 13.52106, -9.46906)  0.08
H (21.21973, 11.94289, -8.81683)  0.08
H (15.67553, 6.39256, -25.95506)  0.08
H (16.24926, 6.68634, -14.71719)  0.09
H (15.64784, 5.97986, -16.26438)  0.08
H (22.92116, 9.45469, -14.99867)  0.12
H (20.08118, 14.39185, -20.20983)  0.12
H (13.17741, 0.82561, -13.62174)  0.12
H (11.42123, 4.00565, -20.57148)  0.09
H (10.86627, 6.89018, -22.41036)  0.12
H (11.43970, 14.12874, -19.80697)  0.09
H (18.67072, -3.39812, -21.49619)  0.09
H (16.22216, -0.16282, -18.83612)  0.10
H (17.00326, 14.32475, -25.30845)  0.07
H (11.45202, 2.22985, -15.02876)  0.12
H (10.31602, 5.35787, -20.41176)  0.09
H (18.31820, 16.61554, -20.61062)  0.13
H (22.52281, 7.03485, -15.36608)  0.09
H (16.37690, -2.28626, -21.03579)  0.11
H (11.82553, 8.33283, -24.04398)  0.10
H (17.57522, 10.00121, -19.75999)  0.08
H (15.54818, 0.32727, -12.95434)  0.08
H (18.30521, 8.86127, -20.88208)  0.06
H (17.61457, 16.92633, -23.00289)  0.12
H (15.26347, 7.49392, -27.28935)  0.08
H (8.47711, 23.49721, -17.42400)  0.08
H (19.93629, 4.58875, -20.51489)  0.08
H (11.27175, 4.59814, -15.07192)  0.12
H (15.31577, 9.23573, -25.38751)  0.11
H (9.99770, 23.19969, -16.82714)  0.08
H (12.35698, 15.75772, -16.58601)  0.11
H (22.16972, 12.62869, -24.21115)  0.08
H (15.13800, 8.12097, -24.08078)  0.11
H (20.13896, 9.02579, -24.26308)  0.02
H (20.89663, 7.18137, -15.08692)  0.07
H (16.28332, 16.22265, -22.09342)  0.14
H (12.08138, 18.41917, -16.45400)  0.10
H (20.42283, 9.57105, -25.64655)  0.02
H (13.90033, 10.27761, -23.54673)  0.11
H (21.63360, 6.04908, -14.10329)  0.09
H (15.03094, 7.49306, -15.78371)  0.08
H (12.15358, 5.51050, -13.83374)  0.11
H (15.45652, 2.31078, -20.24925)  0.11
H (22.52446, 15.34304, -21.80206)  0.13
H (17.17606, 4.11662, -20.14974)  0.11
H (12.47939, 13.79358, -18.44907)  0.08
H (21.42087, 10.56445, -12.70233)  0.11
H (12.87670, 2.67379, -16.01318)  0.10
H (22.31642, 11.46787, -13.94987)  0.12
H (22.85556, 10.50771, -10.00955)  0.12
H (18.00704, 14.93768, -20.65061)  0.13
H (17.83332, 0.60572, -20.85294)  0.08
H (23.27708, 13.66157, -23.43551)  0.10
H (13.59132, 7.06560, -22.90934)  0.11
H (9.05458, 19.36553, -18.75694)  0.12
H (19.90798, 12.03082, -9.89690)  0.08
H (18.73167, -3.52531, -19.66244)  0.08
H (15.39654, -0.58709, -14.42866)  0.08
H (15.65901, 15.19636, -24.50435)  0.11
H (19.28843, 9.91592, -19.88295)  0.07
H (13.32818, 0.37016, -15.36268)  0.12
H (14.50477, 6.02884, -27.11685)  0.08
H (12.80120, 6.32895, -15.93917)  0.12
H (10.59961, 17.62839, -18.70359)  0.09
H (19.96711, -2.71855, -20.57860)  0.08
H (12.92052, 9.88403, -25.00588)  0.11
H (23.14995, 9.46275, -12.21521)  0.09
H (10.78436, 21.07163, -17.73962)  0.12
H (22.35614, 13.81370, -20.93608)  0.13
H (19.51377, 3.90109, -22.08171)  0.08
H (16.69785, 0.49369, -14.30306)  0.08
H (16.46422, -2.45999, -19.37287)  0.11

---

What is the formula in the second record?
C2H3Cl2N